(1)
{
  "formula": "C18H18MoN3OS4",
  "method": "ωB97M-V/def2-TZVPD",
  "homo_lumo_gap_ev": 7.7,
  "relative_energy_kcal_mol": 0.00,
  "total_charge": 1,
  "mol_weight_g_mol": 516.6,
  "lumo_energy_ev": -4.170,
  "species": ["C", "S", "H", "C", "H", "H", "C", "H", "H", "N", "H", "H", "N", "C", "O", "C", "H", "H", "H", "C", "H", "C", "N", "H", "C", "C", "H", "C", "C", "C", "C", "H", "C", "C", "Mo", "H", "C", "C", "H", "H", "S", "S", "C", "S", "H"],
  "positions_angstrom": [[0.0573, -2.0806, -3.1164], [0.6008, 0.5851, 2.2923], [4.9661, -2.4822, 1.1050], [0.6386, -0.3160, 0.7868], [3.8252, -1.2413, 0.6096], [-0.2170, 1.2439, -0.1017], [-2.1079, 4.3951, 1.2505], [-1.1823, 4.4829, 1.8017], [3.1195, -3.7655, 2.2225], [-2.4379, 1.9862, 1.8060], [3.9082, -1.9153, -2.7739], [2.7887, -3.5569, 0.5203], [0.2072, 0.3462, -0.3085], [0.8564, -2.9693, -3.8144], [-1.2536, 0.2510, -2.0222], [-3.2718, 1.0057, 1.5817], [0.4044, -3.6984, -4.4717], [-1.0190, -2.0971, -3.2174], [-5.4937, 4.0584, -0.6954], [-3.8661, 5.3363, -0.1220], [-4.2689, 6.1971, -0.6378], [-4.0075, 3.0559, 0.5101], [1.0877, -1.5411, 0.7287], [2.8578, -3.6069, -4.2329], [4.0269, -1.9995, 1.3692], [0.6503, -1.1498, -2.2641], [1.1038, -1.9850, -0.1852], [-2.6601, 5.4651, 0.5776], [2.2380, -2.9143, -3.6801], [2.8316, -1.9692, -2.8532], [1.5639, -2.3769, 1.8344], [1.6542, -1.7420, 2.7141], [-4.5556, 4.1404, -0.1653], [-2.7947, 3.1843, 1.2038], [-1.7490, 0.2661, 2.7782], [0.7968, -3.1286, 2.0324], [2.0397, -1.0848, -2.1408], [-0.2249, -0.1767, -1.5808], [4.1737, -1.4863, 2.3204], [2.4970, -0.3262, -1.5173], [-2.0306, -1.7633, 2.3110], [-4.6295, 1.4233, 0.6613], [2.8962, -3.0133, 1.4645], [-1.8616, 0.5413, 4.8242], [-2.1585, 6.4224, 0.5947]],
  "forces_ev_per_angstrom": [[0.06, -0.02, 0.04], [0.20, 0.21, 0.05], [0.00, -0.02, 0.00], [0.04, -0.13, 0.09], [-0.01, 0.01, -0.01], [0.00, -0.08, -0.02], [-0.09, 0.00, -0.06], [0.02, -0.01, 0.01], [0.02, 0.01, 0.00], [0.06, 0.04, -0.52], [0.02, 0.01, 0.00], [-0.01, -0.02, 0.00], [-0.07, 0.09, 0.02], [-0.01, 0.01, 0.01], [0.02, 0.03, 0.01], [-0.13, 0.34, 0.71], [-0.01, -0.02, 0.00], [-0.02, 0.01, 0.00], [-0.01, -0.01, -0.03], [-0.02, 0.02, -0.02], [-0.02, 0.00, 0.00], [0.07, 0.03, 0.06], [-0.04, 0.14, -0.17], [0.01, -0.01, -0.01], [0.03, 0.02, 0.00], [0.02, -0.01, -0.07], [0.00, 0.03, 0.05], [0.04, -0.02, 0.03], [0.00, -0.02, -0.01], [-0.01, 0.00, 0.01], [-0.03, 0.00, 0.08], [0.00, -0.07, -0.01], [0.01, 0.02, 0.02], [0.01, 0.02, -0.12], [-0.15, -0.58, -0.31], [0.04, 0.00, -0.01], [-0.03, 0.00, -0.05], [-0.08, 0.02, -0.03], [0.00, 0.01, 0.01], [0.00, 0.01, 0.03], [0.17, -0.06, -0.01], [0.13, -0.01, 0.04], [-0.03, -0.01, 0.04], [-0.22, 0.02, 0.15], [0.01, 0.01, -0.01]],
  "nbo_charge": [-0.134, -0.045, 0.232, 0.411, 0.194, 0.440, -0.216, 0.237, 0.233, -0.505, 0.233, 0.204, -0.643, -0.202, -0.492, -0.129, 0.236, 0.243, 0.238, -0.177, 0.235, -0.228, -0.535, 0.234, -0.613, -0.250, 0.435, -0.190, -0.158, -0.229, -0.222, 0.235, -0.193, 0.161, 0.362, 0.226, -0.140, 0.688, 0.217, 0.216, -0.057, 0.531, -0.410, 0.094, 0.234]
}

***

(2)
{
  "formula": "C18H18N2O5",
  "method": "ωB97M-V/def2-TZVPD",
  "homo_lumo_gap_ev": 8.8,
  "relative_energy_kcal_mol": 91.17,
  "smiles": "COc1ccccc1/C=N/OCC(=O)NCc1ccc2c(c1)OCO2",
  "mol_weight_g_mol": 342.4,
  "lumo_energy_ev": 0.751,
  "species": ["C", "O", "H", "H", "C", "N", "C", "C", "C", "O", "C", "H", "H", "C", "H", "H", "C", "C", "O", "H", "H", "H", "H", "H", "C", "C", "H", "C", "C", "O", "H", "C", "C", "H", "H", "H", "H", "C", "N", "O", "C", "C", "H"],
  "positions_angstrom": [[-0.3173, -1.5560, 0.6691], [-0.5822, -1.4546, -1.6669], [-3.7014, 2.4779, 1.3394], [-0.2248, -1.5552, 2.8012], [-2.5395, -1.7085, -0.2613], [3.2598, 0.8560, -0.3133], [-1.1675, -1.5817, -0.4571], [-3.1039, 1.5959, 1.0501], [-3.0673, -1.7972, 1.0160], [3.7716, 0.6028, 1.8829], [-1.3929, -1.4354, -2.8165], [-2.6549, -1.7783, 3.1197], [3.0900, 2.8015, -1.0236], [-1.5363, 1.7747, -0.5093], [-3.2109, -1.7401, -1.1045], [4.9115, -1.4465, 0.0704], [-0.9154, 1.7790, 0.7411], [2.6880, 2.1846, -0.2157], [-2.8870, 1.6136, -0.3448], [-2.1172, -0.6148, -2.7872], [-3.6439, 0.6790, 1.3263], [0.9180, 1.9236, 1.8365], [-1.9225, -2.3842, -2.9518], [3.0745, 0.3465, -1.1671], [-0.8165, 1.9226, -1.6682], [-0.8782, -1.6033, 1.9424], [3.7733, -1.9339, 1.3488], [0.4422, 1.9283, 0.8701], [1.1292, -1.4911, 0.5573], [3.0821, -1.8047, -0.6263], [-1.2977, 1.9256, -2.6317], [3.8905, -1.3303, 0.4413], [3.6273, 0.1450, 0.7697], [-0.7091, -1.2862, -3.6503], [1.1550, 2.1985, -2.4341], [2.9995, 2.5913, 0.7484], [-4.1348, -1.9134, 1.1387], [-2.2412, -1.7313, 2.1243], [1.7268, -1.8364, -0.5038], [-1.8621, 1.6300, 1.7174], [0.5614, 2.0775, -1.5406], [1.1850, 2.0904, -0.3032], [1.6389, -1.1613, 1.4663]],
  "forces_ev_per_angstrom": [[-0.56, -0.10, -0.21], [-0.11, -0.05, 0.22], [0.22, -0.15, -0.10], [0.11, 0.02, 0.08], [0.02, 0.00, -0.29], [0.13, 0.07, -0.35], [0.01, 0.03, 0.21], [-1.18, 0.04, 0.57], [0.10, -0.06, 0.15], [-0.01, 0.05, 0.41], [-0.14, 0.00, -0.14], [-0.03, -0.01, 0.09], [-0.04, 0.02, 0.13], [0.31, 0.06, 0.38], [-0.02, 0.01, -0.10], [-0.09, 0.02, 0.08], [-0.15, 0.08, -0.51], [-0.08, 0.03, 0.09], [0.29, -0.01, -0.44], [0.01, -0.03, 0.01], [0.20, 0.20, -0.09], [0.10, 0.01, 0.18], [0.01, 0.05, 0.02], [0.00, -0.08, 0.19], [-0.38, -0.07, 0.18], [0.10, -0.03, -0.29], [-0.03, 0.15, -0.07], [-0.33, -0.01, 0.11], [0.89, 0.25, 0.62], [0.69, 0.05, -0.02], [-0.09, 0.00, -0.14], [-0.19, -0.01, 0.40], [0.13, -0.34, -0.47], [-0.08, -0.01, 0.02], [0.10, 0.04, -0.11], [0.00, 0.05, -0.17], [-0.08, 0.00, 0.00], [-0.21, -0.02, 0.05], [-0.57, -0.37, -0.58], [0.54, -0.04, 0.01], [0.17, 0.08, 0.15], [0.09, 0.13, -0.17], [0.12, -0.03, -0.08]],
  "nbo_charge": [-0.166, -0.488, 0.152, 0.215, -0.321, -0.607, 0.412, 0.237, -0.197, -0.628, -0.253, 0.217, 0.205, 0.220, 0.222, 0.226, 0.312, -0.245, -0.483, 0.176, 0.171, 0.238, 0.179, 0.410, -0.247, -0.156, 0.203, -0.288, -0.009, -0.364, 0.225, -0.195, 0.646, 0.203, 0.209, 0.238, 0.215, -0.252, -0.078, -0.489, -0.217, -0.032, 0.188]
}

***

(3)
{
  "formula": "C18H18N4O",
  "method": "ωB97M-V/def2-TZVPD",
  "homo_lumo_gap_ev": 7.6,
  "relative_energy_kcal_mol": 115.40,
  "smiles": "Cc1cc(-c2ccccc2)nc(/N=N/[C@@H](C)c2ccc(C)o2)n1",
  "mol_weight_g_mol": 306.4,
  "lumo_energy_ev": -0.522,
  "species": ["C", "H", "H", "N", "H", "C", "H", "H", "C", "H", "H", "C", "H", "H", "C", "O", "C", "H", "H", "H", "C", "H", "H", "H", "C", "C", "N", "N", "H", "C", "C", "C", "C", "C", "C", "C", "C", "C", "H", "N", "H"],
  "positions_angstrom": [[2.5019, 0.9529, 3.1179], [2.7543, 0.4997, 4.1291], [0.8508, -0.3732, 2.8908], [0.3238, -0.0356, 0.7056], [-0.0100, 3.3977, 3.1435], [-0.1762, 0.0452, -0.6608], [-0.9525, 3.5210, -2.6747], [0.6900, 3.0986, -2.8770], [-1.1919, 2.6504, 4.9073], [-0.7083, 0.2393, -4.3516], [-1.0523, -3.6744, -6.3487], [0.9717, -3.0466, -3.2669], [0.9822, -4.9291, -6.1642], [1.6104, -2.9525, -2.3883], [-1.2059, 1.4745, 5.5038], [-0.2532, 0.6387, 5.0062], [-0.5121, 1.3822, -2.4600], [-1.8796, -1.9469, -4.7008], [-2.6058, 1.7839, 7.3005], [3.2459, 0.5381, 2.3110], [-0.4931, 0.1973, -3.2829], [-1.6057, 0.2266, 7.1999], [-2.8859, 0.4490, 6.1767], [-0.3567, 2.8164, -4.3009], [-0.3838, 2.7508, -3.1514], [1.0169, 0.6429, 2.7945], [0.6571, 0.9932, 1.4670], [-0.2762, 1.2505, -1.2132], [2.3757, -4.5466, -4.1734], [-0.1598, -2.2346, -3.5184], [1.4382, -4.0063, -4.2231], [-0.9010, -2.4253, -4.6332], [-0.4787, -3.4277, -5.5001], [0.1598, 1.2495, 3.8173], [0.6819, -4.2178, -5.3383], [-0.2853, 2.5755, 3.7607], [-2.0697, 0.9819, 6.6323], [-0.4421, -1.0019, -2.7304], [2.6930, 2.0211, 3.2797], [-0.2655, -1.0543, -1.3898], [-1.8023, 3.4957, 5.2045]],
  "forces_ev_per_angstrom": [[1.55, -0.89, -0.25], [-0.35, 0.21, -1.32], [0.08, -2.57, 0.19], [0.63, 1.18, 3.77], [0.08, -0.04, -0.71], [1.20, 1.04, -1.30], [-0.85, 0.30, 0.00], [-1.50, -0.66, -0.38], [0.11, 1.81, -1.47], [0.51, 0.40, 0.13], [-0.83, 0.00, -0.93], [0.92, -0.57, -0.70], [-0.42, 0.86, 1.20], [-0.49, 0.48, -0.04], [0.01, -0.31, 2.44], [-0.59, -0.26, -2.55], [0.81, -0.91, -3.74], [0.43, 0.09, -0.51], [1.56, -1.29, -1.34], [-1.46, 0.72, 1.53], [-1.99, 3.09, -1.80], [0.91, -0.57, 1.06], [-0.64, -0.25, -0.32], [-0.68, -0.54, 1.88], [2.79, 0.16, -0.24], [1.88, -0.85, 1.36], [-2.36, -1.66, -5.70], [-0.21, 1.65, 2.37], [-0.01, 0.13, 0.74], [1.43, 0.20, 1.58], [-0.56, 0.99, 0.99], [-0.62, -1.67, -1.22], [0.33, -0.71, -0.19], [-0.66, 4.07, 0.21], [-0.99, 0.50, -1.52], [-0.62, -2.71, 2.34], [-1.33, 1.58, -0.08], [1.66, -1.73, 2.93], [-0.23, -0.13, -0.46], [0.41, -0.95, 2.17], [0.09, -0.17, -0.13]],
  "nbo_charge": [-0.597, 0.225, 0.214, -0.192, 0.238, 0.492, 0.239, 0.239, -0.312, 0.220, 0.205, -0.170, 0.220, 0.230, 0.282, -0.416, 0.285, 0.224, 0.229, 0.218, -0.260, 0.228, 0.222, 0.230, -0.666, -0.183, -0.068, -0.456, 0.219, -0.065, -0.210, -0.218, -0.194, 0.280, -0.210, -0.290, -0.651, 0.195, 0.218, -0.415, 0.221]
}

***

(4)
{
  "formula": "C18H18N4O",
  "method": "ωB97M-V/def2-TZVPD",
  "homo_lumo_gap_ev": 8.1,
  "relative_energy_kcal_mol": 35.65,
  "smiles": "CC(C)c1ccc(-n2cc(C(=O)c3cccc(N)c3)nn2)cc1",
  "mol_weight_g_mol": 306.4,
  "lumo_energy_ev": 0.015,
  "species": ["C", "H", "H", "N", "C", "H", "H", "H", "C", "C", "H", "C", "H", "C", "H", "C", "C", "N", "C", "H", "H", "C", "C", "H", "C", "N", "O", "H", "N", "C", "C", "H", "H", "H", "C", "C", "H", "H", "C", "C", "H"],
  "positions_angstrom": [[-1.5832, -0.6032, -1.0640], [-1.2207, 0.8895, 0.4845], [4.9377, 3.1481, 2.5069], [0.4450, -1.3448, -1.1268], [4.6546, 0.5169, 4.7961], [4.8164, -0.7334, 1.4400], [4.6110, -0.5930, 4.7330], [-7.5460, -1.4447, -4.8257], [1.3184, 0.9132, 1.7211], [4.9680, 2.6620, 3.5211], [-7.7410, -1.1279, -3.1276], [2.7813, -0.6384, 0.5953], [0.3509, 1.4258, 1.8416], [-3.0038, -0.2500, -1.3243], [5.5696, 0.7225, 5.3451], [-2.9815, -0.9907, -3.7287], [-5.1203, -0.7131, -2.6770], [-7.1415, -1.4237, -3.8953], [3.6230, 0.7020, 2.5103], [-1.9038, -0.9863, -3.8017], [3.7674, 0.9190, 5.3660], [1.5198, -0.0236, 0.6899], [-5.7719, -1.2472, -3.8097], [2.1212, 2.0225, 3.3168], [4.7826, 1.1413, 3.3861], [-0.7084, -1.5059, -1.6382], [-3.5963, 0.2602, -0.3841], [5.8959, 2.9235, 3.9826], [0.4359, -0.4011, -0.1406], [-3.5955, -1.4646, -4.8450], [2.3396, 1.2572, 2.5922], [5.7098, 0.7499, 2.9079], [-2.9874, -1.7604, -5.6804], [-5.7073, -0.3359, -1.8251], [3.8271, -0.2560, 1.5148], [-3.7322, -0.6493, -2.5661], [4.1475, 3.1126, 4.1055], [3.0172, -1.3338, -0.1546], [-0.8563, 0.0774, -0.1153], [-4.9777, -1.5957, -4.8755], [-5.4652, -2.0212, -5.7509]],
  "forces_ev_per_angstrom": [[1.40, 0.43, 0.36], [0.18, -0.04, 0.23], [0.09, -0.40, 0.89], [1.75, -0.98, 0.52], [-0.25, -0.44, -0.06], [-0.57, 0.23, -0.15], [-0.31, 0.68, 0.04], [0.08, 0.07, 0.57], [-0.44, 0.08, -0.29], [-1.41, 0.30, -1.48], [0.41, -0.04, -0.59], [0.54, 1.71, 1.94], [0.56, -0.42, -0.11], [-1.20, -0.74, 0.87], [0.00, 0.24, 0.29], [0.47, 0.00, 1.19], [-0.51, 0.20, 1.07], [-0.44, 0.04, 0.29], [-0.05, 0.02, -0.75], [0.09, 0.26, 0.67], [0.89, -0.46, -0.64], [1.25, -0.44, 0.78], [0.40, 0.74, 0.78], [0.03, 0.13, 0.26], [0.29, -0.25, 0.45], [-0.46, 0.86, -0.18], [0.07, 0.25, -0.54], [0.62, 0.01, 0.38], [-3.10, 0.39, -1.17], [-1.00, -0.05, -0.29], [0.14, -0.06, -0.32], [-0.57, 0.09, 0.34], [-0.02, -0.05, -0.31], [0.21, -0.37, -0.36], [-1.13, -0.35, -0.81], [1.03, -0.27, -1.95], [0.30, -0.17, -0.13], [-0.01, -0.87, -0.87], [0.33, 0.20, 0.10], [0.20, -0.59, -1.07], [0.13, 0.05, 0.02]],
  "nbo_charge": [-0.061, 0.238, 0.214, -0.040, -0.600, 0.215, 0.214, 0.389, -0.226, -0.601, 0.392, -0.205, 0.217, 0.538, 0.209, -0.204, -0.217, -0.814, -0.034, 0.230, 0.208, 0.123, 0.168, 0.207, -0.238, -0.196, -0.543, 0.216, -0.190, -0.198, -0.154, 0.205, 0.215, 0.226, -0.181, -0.127, 0.201, 0.236, 0.005, -0.238, 0.203]
}

***

(5)
{
  "formula": "C18H18N4O2S",
  "method": "ωB97M-V/def2-TZVPD",
  "homo_lumo_gap_ev": 7.8,
  "relative_energy_kcal_mol": 56.32,
  "smiles": "CC(/C=N/NC(=O)CSc1nc2ccccc2n1C)=C\\c1ccco1",
  "mol_weight_g_mol": 354.4,
  "lumo_energy_ev": 0.429,
  "species": ["C", "H", "H", "C", "H", "H", "H", "C", "S", "C", "C", "H", "C", "C", "C", "H", "H", "C", "O", "H", "H", "C", "H", "H", "O", "C", "C", "C", "H", "H", "H", "H", "N", "C", "N", "H", "C", "N", "C", "C", "N", "H", "C"],
  "positions_angstrom": [[-3.9617, -1.7836, 0.7108], [1.0270, 3.3065, -0.0515], [-4.9363, -1.4149, 1.0352], [3.8731, 4.3660, 2.1901], [3.8285, 1.6244, 3.9390], [-0.5808, 0.1917, 2.1585], [-2.2899, -1.5242, -4.5343], [1.0611, -2.1485, -0.5579], [-4.0262, -1.8152, -1.1028], [4.5073, 3.5678, 3.0957], [0.6057, -2.5167, -3.3458], [5.4552, 3.7489, 3.5596], [3.6593, 2.4612, 3.2927], [0.3404, 2.0415, 1.5252], [1.4101, 1.8250, 2.3268], [4.1457, 5.3048, 1.7495], [-2.2436, -3.2949, -4.3865], [1.8791, -2.5210, -2.8101], [-2.2820, -1.2430, 2.3088], [-0.7372, 3.1953, 0.1091], [3.1161, -2.3451, -1.0761], [2.1010, -2.3380, -1.4442], [1.4408, 0.9274, 2.9295], [2.7256, -2.6671, -3.4644], [2.7019, 3.8319, 1.8179], [-2.5218, -2.3684, -3.8802], [2.5565, 2.6620, 2.4869], [-2.8484, -0.9113, 1.2953], [0.4381, -2.6543, -4.4034], [-3.3158, 0.4691, -0.1359], [-3.8197, -2.8017, 1.0728], [-3.5913, -2.3773, -3.6745], [-2.7053, 0.2827, 0.6518], [-0.4432, -2.3241, -2.4633], [-1.4338, -1.9717, -0.4518], [1.2243, -2.0050, 0.4975], [-0.7062, 1.0517, 1.5067], [-1.7137, 1.1997, 0.7326], [-2.3238, -2.0383, -1.3991], [-0.2265, -2.1447, -1.0772], [-1.8084, -2.2536, -2.6417], [0.2191, 4.1559, 1.2554], [0.1998, 3.2493, 0.6536]],
  "forces_ev_per_angstrom": [[0.18, -0.23, -0.24], [0.00, 0.06, -0.06], [0.02, -0.02, -0.03], [0.81, -0.01, 0.50], [-0.05, -0.21, 0.11], [-0.15, -0.04, -0.02], [-0.06, -0.05, 0.00], [-0.11, -0.01, -0.10], [-0.46, 0.06, -0.08], [-0.12, 0.51, -0.41], [-0.12, -0.01, -0.16], [0.19, 0.10, 0.05], [-0.76, 0.00, -0.47], [0.86, 0.43, 0.25], [-0.89, 0.02, -0.56], [-0.06, 0.11, -0.11], [-0.08, 0.03, 0.01], [0.06, -0.02, -0.11], [0.13, 0.07, 0.18], [0.00, 0.08, -0.05], [0.09, 0.00, 0.03], [0.16, 0.00, 0.10], [-0.03, -0.09, 0.04], [0.06, -0.01, -0.05], [-0.39, -0.02, -0.22], [-0.05, 0.02, -0.32], [0.93, -0.39, 0.83], [-0.38, 0.11, 0.26], [0.03, -0.01, -0.12], [0.23, -0.16, 0.26], [0.05, 0.19, 0.09], [0.05, -0.04, -0.09], [-0.44, 0.11, -0.14], [0.48, 0.05, 0.50], [-0.27, -0.20, -0.02], [0.03, 0.02, 0.15], [-0.50, -0.83, 0.16], [0.33, 0.41, 0.04], [0.18, -0.02, 0.41], [0.05, -0.13, -0.78], [0.04, 0.02, 0.27], [-0.01, 0.08, -0.04], [-0.05, 0.05, -0.06]],
  "nbo_charge": [-0.609, 0.226, 0.251, 0.095, 0.227, 0.206, 0.210, -0.202, 0.245, -0.316, -0.253, 0.229, -0.304, -0.026, -0.235, 0.202, 0.213, -0.218, -0.599, 0.238, 0.214, -0.223, 0.216, 0.213, -0.411, -0.405, 0.304, 0.689, 0.213, 0.394, 0.258, 0.223, -0.451, 0.151, -0.504, 0.226, 0.040, -0.255, 0.241, 0.097, -0.379, 0.226, -0.657]
}